(1)
Formula: C23H43O5PtSSe2Si
Source: the OMol25 dataset
Level of theory: wB97M-V/def2-TZVPD

ORCA input file:
```
! wB97M-V def2-TZVPD RIJCOSX def2/J DEFGRID3
* xyz 1 5
Pt 13.616 13.048 8.978
C 16.523 14.547 9.501
C 17.310 13.355 9.367
C 17.046 12.297 10.273
C 15.993 12.330 11.105
C 15.286 13.517 11.242
C 15.447 14.631 10.397
H 16.756 15.375 8.863
H 18.149 13.458 8.723
H 17.703 11.483 10.207
H 15.807 11.541 11.742
H 14.425 13.585 11.944
H 14.924 15.583 10.622
O 12.812 7.107 10.436
C 13.922 7.806 9.967
C 13.625 9.249 9.438
C 12.706 9.141 8.231
O 13.458 8.351 7.209
C 13.016 10.054 10.628
Se 12.097 11.706 10.302
C 14.952 9.896 9.028
Se 14.971 11.484 7.820
H 12.704 6.450 9.741
H 14.481 7.228 9.202
H 14.676 7.797 10.835
H 12.373 10.070 7.723
H 11.907 8.536 8.469
H 13.247 8.601 6.304
H 13.775 10.315 11.352
H 12.359 9.376 11.170
H 15.577 9.248 8.457
H 15.599 10.296 9.821
C 9.586 14.848 10.693
C 10.745 15.770 10.489
C 11.913 15.457 11.425
C 10.331 17.197 10.606
O 11.209 15.529 9.168
Si 10.784 14.677 7.840
S 12.743 13.888 7.065
O 10.168 15.565 6.621
C 10.353 16.867 5.974
C 10.781 18.002 6.905
C 8.947 17.158 5.407
C 11.352 16.752 4.778
O 9.912 13.373 8.036
C 8.719 12.738 7.487
C 8.584 12.979 6.043
C 7.490 13.293 8.256
C 8.792 11.269 7.786
H 9.229 15.017 11.678
H 9.866 13.799 10.589
H 8.806 15.005 9.936
H 11.585 15.519 12.506
H 12.667 16.255 11.247
H 12.338 14.457 11.228
H 10.003 17.404 11.647
H 9.572 17.478 9.946
H 11.166 17.876 10.366
H 10.098 18.303 7.680
H 10.870 18.895 6.339
H 11.701 17.733 7.384
H 8.260 17.350 6.287
H 8.509 16.314 4.823
H 8.921 18.014 4.731
H 12.253 16.272 5.192
H 11.696 17.793 4.621
H 10.969 16.349 3.843
H 8.493 14.040 5.969
H 7.710 12.416 5.675
H 9.440 12.542 5.546
H 7.375 14.375 8.112
H 7.653 13.076 9.271
H 6.664 12.608 8.014
H 9.714 10.791 7.398
H 7.987 10.605 7.415
H 8.723 11.207 8.863
*
```

- lowest unoccupied orbital energy (spin up / spin down) (eV) = -2.05 / -5.60
- Kohn-Sham gap (spin up / spin down) (eV) = 8.8 / 5.4

=====

(2)
Formula: C23H44Cl34F5OP
Source: the OMol25 dataset
Level of theory: wB97M-V/def2-TZVPD

ORCA input file:
```
! wB97M-V def2-TZVPD RIJCOSX def2/J DEFGRID3
* xyz 0 1
C 2.748 0.512 1.866
C 2.275 1.746 1.035
C 1.225 2.528 1.856
C 0.079 3.138 1.008
O -1.100 3.194 1.826
P -2.350 2.274 1.258
C -1.914 0.412 1.344
F -1.018 0.085 2.299
F -3.061 -0.231 1.668
C -1.399 -0.137 -0.044
F -2.039 -1.250 -0.374
F -0.101 -0.313 0.002
F -1.648 0.720 -1.011
H 3.826 0.544 2.003
H 2.298 0.482 2.858
H 2.493 -0.427 1.369
H 3.152 2.388 0.917
H 1.920 1.441 0.049
H 1.690 3.349 2.406
H 0.734 1.884 2.589
H 0.372 4.168 0.777
H -0.069 2.631 0.047
H -3.345 2.416 2.256
C 1.528 -2.216 -2.003
Cl 1.701 -1.538 -3.623
Cl 3.081 -2.256 -1.165
H 0.844 -1.593 -1.439
H 1.133 -3.223 -2.079
C -4.316 4.455 4.582
Cl -3.356 5.233 3.312
Cl -5.257 3.093 3.956
H -3.645 4.094 5.353
H -5.001 5.185 5.000
C 2.477 2.175 -4.511
Cl 1.707 2.047 -2.926
Cl 4.216 1.876 -4.390
H 2.037 1.440 -5.177
H 2.317 3.174 -4.899
C 6.837 -1.259 -0.290
Cl 8.078 -1.237 0.969
Cl 5.580 -0.055 0.013
H 7.303 -1.043 -1.246
H 6.379 -2.242 -0.312
C 7.935 1.333 -5.029
Cl 7.112 1.199 -3.467
Cl 9.673 1.052 -4.869
H 7.522 0.597 -5.707
H 7.777 2.329 -5.422
C -3.812 -2.035 -3.046
Cl -2.177 -1.717 -3.639
Cl -4.421 -3.592 -3.622
H -3.793 -2.047 -1.961
H -4.470 -1.249 -3.400
C -3.318 7.402 6.376
Cl -4.858 6.745 6.956
Cl -3.469 9.105 5.935
H -2.580 7.310 7.166
H -3.002 6.840 5.504
C -1.428 -5.167 -2.310
Cl -2.213 -5.228 -0.729
Cl 0.303 -5.521 -2.193
H -1.892 -5.895 -2.966
H -1.550 -4.169 -2.718
C 9.836 2.944 -8.710
Cl 11.384 2.788 -7.876
Cl 8.502 3.191 -7.574
H 9.884 3.795 -9.379
H 9.648 2.036 -9.273
C -5.513 4.126 -1.216
Cl -3.971 4.048 -0.344
Cl -6.864 4.452 -0.122
H -5.463 4.919 -1.954
H -5.682 3.173 -1.704
C 6.313 -1.937 -7.327
Cl 5.355 -0.692 -6.521
Cl 7.708 -1.242 -8.165
H 6.670 -2.640 -6.582
H 5.687 -2.446 -8.052
C -4.372 -2.588 2.732
Cl -5.718 -1.799 3.560
Cl -4.780 -4.244 2.257
H -4.127 -2.021 1.842
H -3.519 -2.617 3.401
C 1.383 -2.660 -7.206
Cl 3.127 -2.842 -7.001
Cl 0.908 -0.956 -7.245
H 1.085 -3.125 -8.138
H 0.886 -3.143 -6.371
C 2.722 -2.674 4.033
Cl 1.703 -1.465 4.827
Cl 4.069 -1.937 3.154
H 3.123 -3.338 4.790
H 2.115 -3.234 3.331
C -5.925 -6.615 5.030
Cl -4.375 -6.825 5.851
Cl -7.224 -6.255 6.176
H -5.840 -5.792 4.330
H -6.169 -7.531 4.503
C -0.984 2.938 7.348
Cl -0.361 2.369 5.797
Cl -1.682 4.560 7.209
H -1.756 2.256 7.687
H -0.172 2.969 8.065
C -10.541 -4.916 5.344
Cl -11.901 -4.122 6.148
Cl -10.934 -6.578 4.888
H -10.291 -4.359 4.449
H -9.696 -4.931 6.021
*
```

- lowest unoccupied orbital energy (eV) = 0.05
- Kohn-Sham gap (eV) = 8.6

=====

(3)
Formula: C23H44Cl3O8PS3
Source: the OMol25 dataset
Level of theory: wB97M-V/def2-TZVPD

ORCA input file:
```
! wB97M-V def2-TZVPD RIJCOSX def2/J DEFGRID3
* xyz 0 1
C 1.092 4.903 1.439
C 1.082 4.181 0.124
O 1.942 3.448 -0.239
O 0.022 4.475 -0.677
C -1.217 3.771 -0.441
C -1.115 2.432 0.259
C -2.485 1.721 0.133
C -2.567 0.779 -1.072
C -2.233 -0.677 -0.729
C -0.713 -0.925 -0.656
P -0.245 -2.675 -0.894
C -0.691 -3.157 0.892
C -0.646 -4.665 1.165
C 0.616 -5.394 0.702
C 1.886 -4.850 1.364
S 2.938 -6.205 1.807
O 2.240 -7.112 2.660
O 3.673 -6.672 0.678
Cl 4.292 -5.218 3.017
C 0.257 -2.443 -2.767
Cl -0.707 -1.340 -3.723
C 1.202 -3.104 -3.423
C 1.597 -2.987 -4.862
Cl 2.126 -4.331 -2.579
H 2.094 4.858 1.853
H 0.778 5.933 1.289
H 0.379 4.420 2.106
H -1.660 3.629 -1.425
H -1.898 4.414 0.124
H -0.370 1.816 -0.244
H -0.858 2.541 1.312
H -3.269 2.479 0.070
H -2.666 1.176 1.060
H -1.915 1.137 -1.871
H -3.585 0.802 -1.465
H -2.735 -1.367 -1.406
H -2.641 -0.875 0.264
H -0.163 -0.269 -1.325
H -0.379 -0.696 0.358
H -1.169 -3.657 -1.361
H 1.100 -2.975 -0.620
H 0.028 -2.685 1.562
H -1.682 -2.792 1.174
H -1.528 -5.144 0.734
H -0.723 -4.806 2.247
H 0.490 -6.451 0.934
H 0.709 -5.333 -0.382
H 2.480 -4.216 0.709
H 1.687 -4.346 2.311
H 1.428 -1.980 -5.233
H 2.660 -3.207 -4.955
H 1.066 -3.721 -5.467
O 1.092 -0.637 3.699
S 1.086 -1.904 4.385
O 0.620 -3.091 3.708
C 2.704 -2.201 5.087
C 2.627 -1.570 6.474
C 1.259 -1.973 7.043
C 0.215 -1.720 5.947
H 3.455 -1.759 4.435
H 2.844 -3.281 5.141
H 3.445 -1.909 7.106
H 2.693 -0.484 6.392
H 1.270 -3.032 7.305
H 1.017 -1.414 7.945
H -0.605 -2.434 5.969
H -0.176 -0.705 5.977
O -3.102 4.630 -3.154
S -2.744 5.836 -3.862
O -3.506 7.044 -3.683
C -1.004 6.158 -3.587
C -0.304 5.396 -4.707
C -1.129 5.657 -5.975
C -2.606 5.447 -5.613
H -0.733 5.824 -2.587
H -0.858 7.234 -3.678
H 0.729 5.721 -4.820
H -0.295 4.328 -4.478
H -0.974 6.685 -6.307
H -0.833 5.001 -6.792
H -3.277 6.102 -6.162
H -2.913 4.411 -5.738
*
```

- lowest unoccupied orbital energy (eV) = 0.34
- Kohn-Sham gap (eV) = 8.6
- SMILES = CC(=O)OCCCCCC[PH2](CCCCS(=O)(=O)Cl)/C(Cl)=C(/C)Cl.O=S1(=O)CCCC1.O=S1(=O)CCCC1